# 1
Computed, not measured: a 2-piece molecular cluster, C4H7Cl2FO overall at a distorted geometry, with ωB97M-V with the def2-TZVPD basis set.

Last column: Löwdin charge in e.
Cartesian coordinates (Å):
C1 -0.29193 -0.71818 1.61312  0.009
C2 1.52982 -0.56826 -1.59298  -0.215
C3 -1.43506 1.08086 0.07969  -1.044
C4 -0.19224 0.32664 0.46469  -0.399
O1 0.16111 -0.59759 -1.30487  -0.311
F1 0.97409 0.96610 0.64232  0.043
Cl1 -2.91387 0.07968 0.05141  0.631
Cl2 -1.08116 1.74896 -1.48131  0.696
H1 0.66506 -0.47945 2.07716  0.094
H2 -1.12840 -0.49781 2.21625  0.060
H3 -0.27143 -1.71726 1.34968  0.066
H4 1.60636 -0.73782 -2.69680  0.092
H5 2.08026 -1.32200 -0.95727  0.081
H6 1.83880 0.52089 -1.28985  0.091
H7 -1.54140 1.91525 0.82875  0.105

Its spin multiplicity is 1. For the energy relative to the best compared isomer or geometry (same formula, charge and spin), the calculation gives 244.0 kJ/mol. The HOMO energy comes out at -9.046 eV. The calculation puts the largest force on an atom at 4.91 eV/A. For the total energy, the calculation gives -34067.9289 eV.

=====

# 2
Computed, not measured: a 2-piece molecular cluster, C4H7Cl2NS overall at a distorted geometry, with ωB97M-V with the def2-TZVPD basis set.

Last column: Löwdin charge in e.
Cartesian coordinates (Å):
C1 0.01002 0.08623 0.63755  -0.233
C2 1.23379 0.69841 1.08249  -0.990
C3 -1.37153 -1.82363 -0.13930  -0.117
C4 -0.22477 -1.23024 0.54896  -0.193
N1 2.95912 2.66798 1.04054  -0.403
S1 1.46298 2.35968 0.82930  0.793
Cl1 2.51745 -0.34080 1.55948  0.660
Cl2 -2.65447 0.11629 -3.10184  0.242
H1 -0.80618 0.81998 0.51195  0.111
H2 -0.97859 -1.93357 -1.09005  0.047
H3 -2.24600 -1.06187 -0.20259  0.095
H4 -1.73286 -2.70026 0.36342  0.072
H5 0.47301 -2.02998 0.71677  0.090
H6 -1.66041 0.62425 -3.81902  -0.201
H7 3.01844 3.74751 1.06236  0.028

Its spin multiplicity is 3. For the energy relative to the best compared isomer or geometry (same formula, charge and spin), the calculation gives 0.0 kJ/mol. The HOMO energy (spin up / spin down) comes out at -6.429 / -10.026 eV. The calculation puts the largest force on an atom at 4.34 eV/A. For the total energy, the calculation gives -41627.7002 eV.

=====

# 3
Computed, not measured: a single C4H7Cl2OP molecule at a distorted geometry, with ωB97M-V with the def2-TZVPD basis set.

Last column: Löwdin charge in e.
Cartesian coordinates (Å):
C1 -0.83367 0.61988 -1.02957  -0.108
C2 -0.29670 0.83306 1.38869  -0.076
C3 0.34803 -1.42826 0.04052  -1.005
C4 0.21318 0.10722 -0.07054  -0.725
O1 2.13213 0.02078 -1.77815  -0.460
P1 2.05724 0.44811 -0.40817  0.792
Cl1 -1.12383 -2.14763 0.88006  0.550
Cl2 1.83911 -1.72156 0.99318  0.618
H1 -1.65140 0.00629 -1.28575  0.073
H2 -1.17279 1.58426 -0.73737  0.059
H3 -0.33973 0.75852 -1.94008  0.049
H4 -0.98169 0.12551 1.82786  0.003
H5 0.59775 1.00697 1.95073  0.030
H6 -1.01673 1.72100 1.13699  0.100
H7 0.22910 -1.93416 -0.96841  0.100

Its spin multiplicity is 1. For the energy relative to the best compared isomer or geometry (same formula, charge and spin), the calculation gives 253.5 kJ/mol. The HOMO energy comes out at -9.065 eV. The calculation puts the largest force on an atom at 3.84 eV/A. For the total energy, the calculation gives -40641.1915 eV.

=====

# 4
Computed, not measured: C4H7ClCsNO2P as an isolated structure at a distorted geometry, with ωB97M-V with the def2-TZVPD basis set.

Last column: Löwdin charge in e.
Cartesian coordinates (Å):
O1 1.94046 -2.15281 0.98909  0.024
C1 1.33208 -1.16368 0.33032  -0.249
N1 1.92206 -0.35343 -0.83661  -0.008
C2 1.35775 1.06688 -0.76849  -0.199
C3 0.33586 1.10300 0.52807  -0.184
C4 -0.14357 -0.46570 0.48356  -0.609
P1 -1.36234 -0.47759 -0.98667  0.671
O2 -2.75387 0.46743 -0.42534  -0.477
Cl1 -2.19836 -2.43329 -1.31516  0.185
H1 1.90634 -0.82231 -1.77194  0.143
H2 0.95163 1.37641 -1.82898  0.132
H3 2.33672 1.73039 -0.65512  0.142
H4 -0.61925 1.81396 0.44544  0.126
H5 0.90551 1.16562 1.56882  0.150
H6 -0.77224 -0.85171 1.39191  -0.224
H7 -2.91938 0.23976 0.55284  -0.208
Cs1 -2.21938 -0.24291 2.29826  1.582

Its spin multiplicity is 1. Its total charge is +1. The HOMO energy comes out at -13.031 eV. The calculation puts the largest force on an atom at 9.05 eV/A. For the total energy, the calculation gives -32194.7031 eV.